1.
DFT (ωB97M-V with the def2-TZVPD basis set) results for C24H26N8S3SeY as an isolated structure.

Last column: natural (NBO) charge in e.
Positions of all 63 atoms, in Å:
Y (-0.506, -0.849, 1.376)  1.79
Se (-3.074, -1.758, 1.062)  -0.32
S (-0.404, -0.912, -6.330)  -0.03
S (3.290, 0.257, 3.680)  0.50
S (0.287, -0.244, 3.880)  -0.26
N (-0.553, 3.813, 1.379)  -0.45
N (-1.204, 1.469, 1.183)  -0.62
N (-1.915, -6.296, 0.389)  -0.40
N (-2.241, 3.168, -0.243)  -0.45
N (1.863, -0.629, 1.736)  -0.72
N (-2.754, 3.114, 2.122)  -0.44
N (-0.005, -0.744, -1.024)  -0.60
N (1.550, 0.680, -5.617)  -0.75
C (-1.774, 1.803, -0.174)  -0.07
C (-1.114, 4.060, 0.047)  -0.08
C (4.969, -1.057, -0.251)  -0.18
C (-3.500, -4.485, 0.264)  -0.29
C (1.189, 0.301, -2.810)  -0.24
C (1.788, -0.227, 2.994)  -0.09
C (3.183, -0.647, 1.273)  0.18
C (0.393, -0.339, -3.758)  -0.03
C (3.619, -1.118, 0.036)  -0.26
C (-0.095, 2.446, 1.457)  -0.08
C (-0.599, -1.190, -3.292)  -0.15
C (0.557, -0.150, -5.261)  0.05
C (5.463, -0.097, 1.914)  -0.19
C (-1.056, -5.440, 0.939)  0.06
C (5.882, -0.542, 0.676)  -0.20
C (-3.273, 3.374, 0.778)  -0.08
C (-3.111, -5.805, 0.073)  0.07
C (-2.598, -3.593, 0.826)  -0.12
C (-0.773, -1.365, -1.934)  0.05
C (0.961, 0.071, -1.469)  0.05
C (4.102, -0.162, 2.204)  -0.25
C (-1.619, 4.008, 2.370)  -0.08
C (-1.350, -4.107, 1.174)  -0.31
C (-2.295, 1.747, 2.192)  -0.08
H (-0.335, 3.913, -0.705)  0.20
H (-1.456, 5.093, -0.005)  0.22
H (-0.991, 1.660, -0.916)  0.20
H (-1.883, 1.544, 3.182)  0.23
H (5.332, -1.426, -1.201)  0.23
H (2.150, 1.151, -4.968)  0.39
H (-1.556, -2.005, -1.546)  0.24
H (-4.490, -4.166, -0.028)  0.24
H (1.991, 0.980, -3.062)  0.22
H (2.924, -1.551, -0.670)  0.22
H (-1.221, 3.818, 3.368)  0.21
H (0.296, 2.231, 2.453)  0.23
H (-4.113, 2.706, 0.580)  0.21
H (-3.814, -6.504, -0.368)  0.21
H (0.693, 2.280, 0.716)  0.20
H (1.704, 0.839, -6.600)  0.42
H (6.174, 0.278, 2.637)  0.24
H (-2.592, 1.109, -0.377)  0.23
H (-3.122, 1.061, 1.998)  0.22
H (-0.084, -5.834, 1.218)  0.20
H (-0.576, -3.523, 1.678)  0.16
H (-3.625, 4.404, 0.725)  0.22
H (6.934, -0.509, 0.429)  0.23
H (-1.964, 5.040, 2.321)  0.22
H (-1.233, -1.703, -4.001)  0.26
H (1.575, 0.556, -0.720)  0.22

Output
- molecular weight (g/mol) = 690.595
- net charge = +1
- orbital gap (eV) = 7.15
- HOMO (eV) = -11.0

2.
DFT (ωB97M-V with the def2-TZVPD basis set) results for an isolated ion of composition C5H11Cl2N2 and charge +1.

Last column: natural (NBO) charge in e.
Positions of all 20 atoms, in Å:
Cl (-2.396, 0.896, 0.618)  0.01
Cl (-1.966, -1.955, 0.672)  0.10
N (-0.904, -0.667, -1.834)  -0.86
N (-0.088, 1.353, -0.978)  -0.72
C (-0.255, -0.126, -0.662)  0.27
C (-0.166, -0.146, 1.773)  -0.48
C (1.213, 0.045, 1.155)  -0.41
C (1.152, -0.470, -0.294)  -0.48
C (-1.182, -0.406, 0.597)  -0.07
H (0.749, 1.645, -0.319)  0.46
H (2.109, -0.534, 1.592)  0.27
H (0.131, 1.453, -1.970)  0.45
H (-0.233, -0.833, -2.638)  0.39
H (-1.595, -1.346, -1.793)  0.42
H (-0.412, 0.736, 2.405)  0.26
H (1.380, -1.551, -0.126)  0.27
H (1.528, 1.153, 1.184)  0.19
H (-0.008, -0.986, 2.480)  0.27
H (1.859, -0.102, -1.012)  0.23
H (-0.918, 1.841, -0.851)  0.45

Output
- SMILES string = N[C@]1([NH3+])CCCC1(Cl)Cl
- molecular weight (g/mol) = 170.063
- net charge = +1
- orbital gap (eV) = 11.01
- HOMO (eV) = -14.2

3.
DFT (ωB97M-V with the def2-TZVPD basis set) results for one molecule with the formula C4H5NO.

Last column: natural (NBO) charge in e.
Positions of all 11 atoms, in Å:
O (1.790, 0.874, 0.139)  -0.41
N (0.760, -1.025, -0.371)  -0.46
C (-0.194, -0.076, 0.000)  0.07
C (1.884, -0.404, -0.256)  0.33
C (0.454, 1.067, 0.329)  0.03
C (-1.660, -0.364, -0.048)  -0.63
H (0.193, 2.018, 0.762)  0.21
H (-1.898, -1.301, 0.461)  0.23
H (-1.993, -0.460, -1.087)  0.23
H (2.895, -0.771, -0.347)  0.19
H (-2.238, 0.440, 0.417)  0.22

Output
- SMILES string = Cc1cocn1
- molecular weight (g/mol) = 83.090
- net charge = 0
- orbital gap (eV) = 10.29
- HOMO (eV) = -9.2

4.
DFT (ωB97M-V with the def2-TZVPD basis set) results for a 2-piece molecular cluster, CH7NOS overall.

Last column: natural (NBO) charge in e.
Positions of all 11 atoms, in Å:
S (-2.514, -3.082, -3.120)  -0.29
O (0.507, 0.040, 0.479)  -0.75
N (1.041, 2.011, 1.743)  -0.84
C (1.541, 0.894, 1.063)  0.08
H (0.630, 1.816, 2.643)  0.37
H (0.392, 2.551, 1.189)  0.36
H (0.642, 0.063, -0.470)  0.46
H (-3.004, -3.301, -1.898)  0.15
H (2.109, 0.259, 1.748)  0.16
H (2.218, 1.176, 0.246)  0.15
H (-3.563, -2.426, -3.623)  0.14

Output
- SMILES string = NCO.S
- molecular weight (g/mol) = 81.140
- net charge = 0
- orbital gap (eV) = 10.53
- HOMO (eV) = -9.6

5.
DFT (ωB97M-V with the def2-TZVPD basis set) results for C7H11GdI2N2O5S as an isolated structure.

Last column: Mulliken spin population.
Positions of all 29 atoms, in Å:
Gd (-0.686, -0.067, 2.114)  6.21
I (-3.024, -0.708, 0.365)  -0.04
I (2.769, 0.061, -1.460)  -0.01
S (0.021, 0.615, 4.406)  0.05
O (0.887, 1.105, 3.250)  0.01
O (-1.409, 0.948, 3.887)  0.03
O (0.383, 1.100, 5.701)  0.00
O (-0.394, 2.599, 0.682)  0.16
O (-0.007, -0.891, 4.143)  0.02
N (-0.858, -0.070, -1.874)  0.00
N (-0.396, -2.022, -0.986)  0.02
C (-1.484, 1.224, -2.129)  -0.02
C (-1.113, -0.845, -0.780)  0.00
C (0.441, -1.877, -2.094)  -0.01
C (0.616, 1.975, 0.542)  0.49
C (-0.317, -3.135, -0.076)  -0.06
C (1.903, 2.296, -0.103)  0.13
C (0.157, -0.680, -2.617)  0.00
H (2.705, 2.023, 0.592)  0.00
H (-1.819, 1.225, -3.176)  0.00
H (-1.212, -3.188, 0.545)  0.03
H (1.765, 1.558, -1.061)  0.00
H (-2.350, 1.348, -1.431)  0.01
H (0.541, -3.014, 0.593)  0.01
H (1.156, -2.617, -2.463)  0.00
H (0.603, -0.196, -3.466)  0.00
H (-0.172, -4.096, -0.585)  0.00
H (-0.725, 2.016, -1.977)  0.00
H (2.021, 3.315, -0.543)  0.00

Output
- spin multiplicity = 8
- molecular weight (g/mol) = 646.299
- net charge = -2
- orbital gap (alpha / beta) (eV) = 3.58 / 3.65
- HOMO (alpha / beta) (eV) = 1.1 / 1.0

6.
DFT (ωB97M-V with the def2-TZVPD basis set) results for one molecule with the formula C5H9N3.

Last column: natural (NBO) charge in e.
Positions of all 17 atoms, in Å:
N (1.861, 0.003, 0.954)  -0.25
N (-0.504, 0.358, -1.191)  -0.63
N (1.079, 1.104, 1.268)  -0.28
C (-1.289, -0.936, 0.787)  -0.65
C (-0.141, 1.289, 1.052)  0.07
C (1.593, -0.657, -0.081)  0.08
C (-1.092, 0.508, 0.243)  -0.13
C (0.788, -0.383, -1.377)  -0.31
H (1.411, 0.216, -2.052)  0.24
H (-1.445, -1.648, -0.197)  0.23
H (0.489, -1.427, -1.844)  0.21
H (-0.351, 1.380, -1.492)  0.35
H (-0.160, -1.050, 1.282)  0.24
H (-2.191, -0.780, 1.425)  0.23
H (2.390, -1.354, -0.392)  0.18
H (-1.986, 1.159, 0.141)  0.21
H (-0.452, 2.219, 1.475)  0.19

Output
- SMILES string = C[C@H]1C=NN=CCN1
- molecular weight (g/mol) = 111.148
- net charge = 0
- orbital gap (eV) = 9.38
- HOMO (eV) = -8.8

| no. | energy (a.u.) | largest force on an atom (eV/A) |
| --- | --- | --- |
| 1 | -5002.472682 | 0.7 |
| 2 | -1226.738738 | 4.4 |
| 3 | -285.401126 | 0.4 |
| 4 | -570.454295 | 1.4 |
| 5 | -2518.173289 | 6.6 |
| 6 | -360.033589 | 4.1 |